C4H8N2O in the gas phase at a distorted geometry, computed with ωB97M-V/def2-TZVPD.

The geometry in XYZ format:
```
15
Properties=species:S:1:pos:R:3:mulliken_charge:R:1
H -2.62 2.02 -0.28 0.270
N -2.48 1.12 0.17 -0.563
C -1.33 0.73 0.39 0.373
N 0.11 1.47 -0.05 -0.578
C -0.68 -0.57 0.74 -0.341
C 0.33 -0.49 -0.42 0.713
C 1.64 -1.23 -0.27 -1.258
O -0.29 -0.53 -1.54 -0.695
H 0.96 1.60 0.49 0.275
H 0.08 2.03 -0.89 0.244
H -0.23 -0.48 1.73 0.268
H -1.36 -1.41 0.64 0.314
H 1.47 -2.30 -0.33 0.319
H 2.31 -0.93 -1.08 0.344
H 2.10 -1.02 0.70 0.315
```

The energy relative to the best compared isomer or geometry (same formula, charge and spin) comes out at 85.7 kcal per mole. As for the SMILES: [H]/N=C(\N)CC(C)=O. For the gap between HOMO and LUMO, the calculation gives 9.46 eV.

C4H8N2O in the gas phase at a distorted geometry, computed with ωB97M-V/def2-TZVPD.

The geometry in XYZ format:
```
15
Properties=species:S:1:pos:R:3:mulliken_charge:R:1
C 0.68 -0.83 -1.65 -0.848
N 0.37 -0.75 -0.21 -0.458
C -0.67 0.24 0.23 0.387
C -0.68 1.33 -0.76 0.263
N -0.48 1.85 -1.77 -0.591
C -0.33 0.63 1.68 -0.714
O -0.33 -0.54 2.45 -0.522
H 1.76 -0.93 -1.80 0.318
H 0.16 -1.65 -2.15 0.234
H 0.41 0.11 -2.16 0.298
H 1.24 -0.46 0.24 0.298
H -1.68 -0.20 0.24 0.224
H -1.06 1.32 2.13 0.354
H 0.65 1.14 1.68 0.353
H -0.04 -1.25 1.85 0.404
```

The energy relative to the best compared isomer or geometry (same formula, charge and spin) comes out at 54.3 kcal per mole. As for the SMILES: CN[C@H](C#N)CO. For the gap between HOMO and LUMO, the calculation gives 10.95 eV.

C4H8N2O in the gas phase at a distorted geometry, computed with ωB97M-V/def2-TZVPD.

The geometry in XYZ format:
```
15
Properties=species:S:1:pos:R:3:mulliken_charge:R:1
H 0.93 -2.77 -0.46 0.185
N 0.50 -1.85 -0.56 -0.432
C 1.13 -0.78 -0.22 -0.277
C 0.34 0.38 -0.61 0.032
C 0.68 1.72 0.01 -1.288
C -1.17 -0.50 -0.31 0.622
N -1.54 -0.36 1.02 -0.337
O -2.00 -0.59 -1.19 -0.599
H 1.89 -0.79 0.57 0.355
H 0.22 0.42 -1.69 0.290
H 1.58 2.14 -0.45 0.367
H 0.87 1.63 1.08 0.304
H -0.14 2.42 -0.15 0.334
H -0.83 -0.37 1.73 0.195
H -2.46 -0.70 1.25 0.247
```

The energy relative to the best compared isomer or geometry (same formula, charge and spin) comes out at 66.7 kcal per mole. As for the SMILES: [H]/N=C/[C@H](C)C(N)=O. For the gap between HOMO and LUMO, the calculation gives 9.49 eV.

C4H8N2O in the gas phase at a distorted geometry, computed with ωB97M-V/def2-TZVPD.

The geometry in XYZ format:
```
15
Properties=species:S:1:pos:R:3:mulliken_charge:R:1
C -1.50 -0.60 0.05 -1.465
C -0.29 0.30 -0.29 1.379
O 0.16 1.40 0.62 -0.532
C -0.50 1.16 -1.48 -0.112
N -0.56 2.16 -2.06 -0.526
C 1.01 -0.55 -0.34 -0.728
N 1.30 -0.79 1.07 -0.622
H -2.42 -0.02 0.13 0.382
H -1.29 -1.15 0.97 0.411
H -1.67 -1.37 -0.72 0.348
H -0.42 2.01 1.11 0.280
H 1.77 0.01 -0.90 0.357
H 0.87 -1.52 -0.84 0.353
H 1.30 0.14 1.48 0.244
H 2.22 -1.19 1.20 0.233
```

The energy relative to the best compared isomer or geometry (same formula, charge and spin) comes out at 55.0 kcal per mole. As for the SMILES: C[C@](O)(C#N)CN. For the gap between HOMO and LUMO, the calculation gives 10.39 eV.

C4H8N2O in the gas phase, computed with ωB97M-V/def2-TZVPD.

The geometry in XYZ format:
```
15
Properties=species:S:1:pos:R:3:mulliken_charge:R:1
H -0.02 -1.23 1.53 0.222
N -0.61 -0.80 0.82 -0.644
C -0.03 0.08 0.10 0.490
N 1.17 0.70 0.32 -0.176
C 2.07 0.13 1.31 -0.991
C -0.78 -0.18 -1.19 0.592
C -2.25 0.15 -1.27 -1.049
O -0.21 -0.84 -2.04 -0.544
H 1.55 1.36 -0.34 0.237
H 2.98 0.73 1.40 0.307
H 2.36 -0.89 1.02 0.338
H 1.59 0.09 2.30 0.306
H -2.62 0.66 -0.38 0.297
H -2.37 0.79 -2.15 0.329
H -2.84 -0.75 -1.43 0.285
```

The energy relative to the best compared isomer or geometry (same formula, charge and spin) comes out at 46.0 kcal per mole. As for the SMILES: [H]/N=C(\NC)C(C)=O. For the gap between HOMO and LUMO, the calculation gives 10.14 eV.

C4H8N2O in the gas phase at a distorted geometry, computed with ωB97M-V/def2-TZVPD.

The geometry in XYZ format:
```
15
Properties=species:S:1:pos:R:3:mulliken_charge:R:1
C 0.76 1.18 1.66 -0.908
N 0.28 -0.06 1.07 -0.413
C 0.21 -0.01 -0.38 0.421
C -0.91 0.85 -0.87 0.118
N -1.84 1.44 -1.24 -0.462
C 0.06 -1.42 -1.02 -0.772
O -1.27 -1.80 -1.29 -0.506
H 1.82 1.31 1.41 0.298
H 0.21 2.08 1.35 0.314
H 0.70 1.09 2.75 0.334
H -0.63 -0.31 1.45 0.279
H 1.15 0.44 -0.74 0.342
H 0.44 -2.14 -0.29 0.361
H 0.69 -1.46 -1.92 0.277
H -1.65 -1.18 -1.93 0.318
```

The energy relative to the best compared isomer or geometry (same formula, charge and spin) comes out at 44.1 kcal per mole. As for the SMILES: CN[C@H](C#N)CO. For the gap between HOMO and LUMO, the calculation gives 10.64 eV.

C4H8N2O in the gas phase, computed with ωB97M-V/def2-TZVPD.

The geometry in XYZ format:
```
15
Properties=species:S:1:pos:R:3:mulliken_charge:R:1
H -0.18 -2.87 -0.94 0.280
N 0.51 -2.15 -0.74 -0.689
C -0.04 -1.13 -0.24 0.088
O -1.36 -0.98 0.02 -0.438
C -1.65 0.33 0.53 -0.288
C -0.35 1.15 0.44 -0.825
C 0.74 0.11 0.17 0.842
N 1.64 0.48 -0.91 -0.788
H -2.46 0.74 -0.07 0.255
H -2.01 0.21 1.56 0.259
H -0.38 1.84 -0.41 0.301
H -0.18 1.72 1.35 0.296
H 1.26 -0.14 1.10 0.208
H 2.41 1.05 -0.56 0.232
H 2.04 -0.37 -1.29 0.268
```

The energy relative to the best compared isomer or geometry (same formula, charge and spin) comes out at 26.8 kcal per mole. As for the SMILES: [H]/N=C1\OCC[C@@H]1N. For the gap between HOMO and LUMO, the calculation gives 10.56 eV.

C4H8N2O in the gas phase at a distorted geometry, computed with ωB97M-V/def2-TZVPD.

The geometry in XYZ format:
```
15
Properties=species:S:1:pos:R:3:mulliken_charge:R:1
C 1.48 1.16 -0.92 -1.046
C 1.09 0.06 -0.30 0.093
O 1.94 -0.95 0.03 -0.570
C -0.35 -0.22 0.07 1.373
N -1.32 0.03 -0.96 -0.518
C -0.79 0.13 1.43 -0.849
N -0.54 -1.40 0.89 -0.767
H 0.77 1.91 -1.23 0.298
H 2.50 1.29 -1.24 0.303
H 1.39 -1.62 0.49 0.429
H -0.92 0.18 -1.89 0.262
H -2.19 0.48 -0.71 0.179
H -1.66 0.77 1.54 0.257
H -0.17 0.16 2.32 0.289
H -1.26 -2.00 0.49 0.267
```

The energy relative to the best compared isomer or geometry (same formula, charge and spin) comes out at 77.4 kcal per mole. As for the SMILES: C=C(O)[C@]1(N)CN1. For the gap between HOMO and LUMO, the calculation gives 9.57 eV.

Taking the records one at a time from the top gives LUMO values of 0.722, 0.818, 0.680, 0.725, 0.824, 0.860, 0.956, 0.992 eV.